1.
Molecular formula: C36H40N4O4
Method: DFT, the ωB97M-V functional and the def2-TZVPD basis

Computed properties:
**HOMO level**: -6.71 eV
**Gap between HOMO and LUMO**: 6.68 eV
**Multiplicity**: 1
**Energy**: -1915.77980 a.u.

Each line ends with the Mulliken charge.
Atoms and positions in Å:
N  3.73  1.81  -2.63  0.017
C  -0.17  2.26  5.75  -1.079
C  -0.56  1.19  0.70  -2.021
H  1.63  -0.74  0.36  0.933
C  -2.93  1.57  -4.62  -1.710
C  -2.18  3.02  4.46  -1.301
H  1.66  -0.60  5.53  0.300
C  1.71  4.28  -4.47  -1.048
C  0.92  0.16  5.28  -1.254
H  -1.92  3.42  0.68  0.177
H  -2.91  0.61  -5.13  0.365
H  5.28  0.84  -1.71  0.354
H  1.34  1.92  8.06  0.356
H  -0.48  2.20  0.27  0.285
H  1.55  -5.40  0.38  0.332
H  0.94  3.92  -5.16  0.289
C  0.92  -2.73  0.00  -0.779
C  -3.53  0.17  -2.61  -0.831
C  -1.70  0.93  1.48  0.700
C  5.12  1.44  -2.60  -1.132
H  -2.17  3.39  3.42  0.128
C  0.29  0.69  -1.51  0.085
H  2.61  4.58  -5.02  0.369
C  -2.75  2.43  -2.28  -1.576
C  0.02  -3.52  -0.74  0.934
C  -0.01  -1.35  3.46  -1.264
H  -2.36  3.37  -2.67  0.376
O  -0.05  3.18  -2.88  -0.556
C  0.99  -1.37  -0.26  -0.252
C  0.27  -0.76  -1.30  0.264
H  0.33  -4.92  1.59  0.281
C  0.03  -0.06  4.22  1.117
H  -3.52  0.13  4.09  0.703
H  -0.69  1.13  -1.74  -0.851
C  3.44  2.85  -3.52  0.648
C  -3.59  -0.05  -1.23  1.340
H  1.52  -3.14  0.82  0.332
H  2.50  0.80  7.32  0.345
H  -1.07  -1.17  -2.95  0.544
H  0.12  -6.44  0.67  0.252
C  1.84  1.65  7.12  -1.485
C  0.85  1.34  6.03  0.781
H  -0.24  3.16  6.36  0.384
H  0.71  -2.06  3.88  0.410
O  3.15  -0.03  -1.44  -0.676
C  -2.93  2.30  -0.90  1.275
N  -2.96  0.78  0.95  0.539
C  1.34  1.40  -2.08  0.480
C  -1.07  2.06  4.70  0.800
C  2.75  0.98  -2.02  0.503
H  -3.77  2.16  -5.01  0.367
C  -2.79  3.48  0.02  -1.445
C  -0.89  0.94  3.89  -0.371
H  -3.82  -0.64  -3.28  0.362
H  0.23  -1.20  2.40  0.086
H  1.31  5.11  -3.88  0.296
C  1.06  2.62  -2.83  -0.256
H  -1.00  -1.81  3.52  0.282
H  5.74  2.34  -2.60  0.350
H  -4.87  0.11  1.73  0.666
H  -2.07  3.89  5.11  0.425
N  -1.84  0.70  2.84  1.098
C  -3.93  -1.41  -0.69  -1.504
H  -2.01  2.12  -4.85  0.269
C  -0.54  -1.61  -2.10  -0.023
H  -3.68  3.59  0.64  0.363
H  5.37  0.86  -3.50  0.325
H  2.47  2.50  6.84  0.310
C  -3.25  1.03  -0.41  -0.207
H  0.33  0.64  1.02  0.832
H  -2.68  4.39  -0.58  0.468
H  -3.68  -1.55  0.37  0.323
H  -3.18  2.60  4.66  0.319
N  2.09  3.21  -3.57  -0.011
O  -0.29  -4.80  -0.40  -0.467
H  -1.41  -3.57  -2.34  0.469
C  -0.71  -2.94  -1.80  -1.061
H  -5.01  -1.63  -0.80  0.254
O  4.30  3.41  -4.19  -0.663
C  -3.17  0.34  3.09  -0.887
C  -3.06  1.37  -3.14  1.098
H  -3.39  -2.20  -1.24  0.309
C  -3.84  0.35  1.93  -0.771
C  0.49  -5.42  0.63  -0.785



2.
Molecular formula: C53H90Br2F20N5O6PS
Method: DFT, the ωB97M-V functional and the def2-TZVPD basis

Computed properties:
**HOMO level (spin up / spin down)**: -8.20 / -9.12 eV
**Gap between HOMO and LUMO (spin up / spin down)**: 7.00 / 7.91 eV
**Multiplicity**: 5
**Energy**: -10683.21579 a.u.

Each line ends with the Mulliken spin population.
Atoms and positions in Å:
C  0.52  -3.06  4.74  0.000
C  -3.82  2.99  0.01  0.000
H  1.04  3.18  6.89  0.003
H  -1.84  -1.83  1.22  0.000
H  -2.06  -6.43  -1.53  0.003
H  -3.03  -10.08  -1.86  -0.009
H  2.38  5.29  10.25  0.001
C  0.68  -0.59  0.93  0.000
C  9.16  -3.43  -2.74  0.017
F  -2.24  1.28  -3.10  0.000
C  -1.92  -2.28  2.20  0.000
H  -3.10  6.67  -7.23  0.004
H  -3.73  -7.16  -5.92  0.001
H  -2.66  -3.50  0.10  -0.002
H  -5.36  -6.30  -4.38  0.005
H  0.95  -3.18  3.76  0.000
H  -1.02  -7.78  -1.95  0.000
H  7.92  -8.09  -0.46  0.001
C  -1.50  1.22  2.30  0.000
O  -0.54  -1.21  6.24  0.000
C  -2.41  10.41  -5.07  -0.005
C  -0.76  2.51  1.96  -0.001
H  -2.19  -7.95  -0.64  0.000
H  -7.06  -7.68  -1.53  -0.002
C  -3.99  6.76  -6.61  0.022
H  -3.31  4.61  -5.03  0.000
N  -4.72  -3.36  0.29  0.000
H  -5.69  7.21  -4.56  0.002
C  -3.05  -8.04  -2.63  0.025
H  4.01  5.90  10.03  0.001
C  -3.42  -3.80  0.82  0.005
F  2.05  -2.94  0.74  0.000
H  11.11  -5.01  -1.04  0.000
H  7.00  -6.91  0.46  0.000
C  8.62  -3.53  -1.30  0.007
C  -2.01  -1.28  3.34  0.000
N  1.64  5.86  7.56  0.349
H  11.24  -4.75  0.68  0.001
F  -4.52  4.11  -0.21  0.000
H  -6.05  -7.71  -5.15  0.002
C  -4.31  1.93  -1.01  0.000
C  -2.82  -7.36  -3.98  0.021
C  -4.59  9.73  -4.24  0.012
O  -1.64  7.90  -5.13  0.573
O  0.71  5.56  8.41  0.569
H  -2.05  -1.83  4.27  0.000
C  -6.85  -7.35  -2.55  -0.005
H  -5.06  -10.17  -3.10  -0.008
H  2.63  6.98  9.81  -0.003
H  3.87  3.92  5.97  0.000
F  -3.83  3.59  -2.72  0.000
C  2.79  -1.88  0.54  0.000
H  -1.10  -2.99  2.30  0.000
H  6.62  -7.18  -1.24  -0.001
H  -0.34  4.99  4.92  0.002
H  -5.72  8.07  -6.51  0.000
N  7.77  -4.74  -1.14  0.371
C  -3.89  -7.73  -5.00  -0.022
H  -2.41  5.50  -3.80  -0.001
F  -5.59  1.68  -0.67  0.000
C  -5.57  -8.00  -3.07  0.020
C  4.05  6.50  7.54  0.014
F  -5.57  2.33  -2.98  0.000
C  -4.74  8.03  -7.00  -0.021
H  0.14  0.17  0.38  0.000
H  -4.03  -2.43  2.33  0.000
H  9.36  -3.24  0.71  0.004
H  -5.10  -4.03  -0.36  0.002
H  9.09  -5.80  1.12  0.004
C  -4.31  2.35  -2.52  0.000
H  -1.61  10.31  -5.79  0.001
H  -0.74  0.87  4.49  0.000
C  9.54  -5.96  0.13  0.021
H  -0.77  4.80  6.60  0.001
H  -2.81  -6.27  -3.85  0.005
H  2.78  3.54  8.79  0.003
F  -4.11  0.19  -3.52  0.000
N  -4.44  -7.80  -2.12  0.384
N  -2.87  7.99  -4.75  0.367
F  -0.32  2.99  3.14  0.002
H  7.48  -2.12  -0.07  0.004
H  -3.23  -10.01  -3.62  0.000
C  2.07  5.93  5.09  0.031
H  3.89  6.73  6.49  -0.008
C  -3.44  9.30  -5.18  0.023
Br  1.66  -0.68  -1.88  0.000
H  1.49  0.60  2.54  0.000
C  1.34  5.22  6.25  0.021
C  -3.52  1.38  -3.45  0.000
H  -0.46  6.41  5.95  -0.006
H  4.09  7.47  8.04  -0.002
H  1.57  3.34  5.23  0.006
C  -1.61  3.67  1.33  0.000
C  -3.91  9.25  -6.64  0.025
C  -3.60  6.74  -5.13  -0.013
H  -1.67  -9.69  -2.92  0.000
F  -2.21  4.46  -0.78  0.000
C  1.72  3.74  6.23  0.014
H  -5.29  10.39  -4.76  -0.001
H  -4.47  10.16  -6.87  0.003
H  9.36  -7.63  -2.10  0.000
O  1.67  -0.74  5.41  0.000
H  1.94  7.01  5.15  -0.016
H  3.35  2.43  6.73  0.001
C  2.04  -0.67  0.28  0.000
C  2.98  5.59  8.17  0.022
H  -6.39  -9.72  -4.15  0.000
H  -3.44  -4.88  0.93  -0.002
C  3.37  4.11  8.07  0.025
H  -7.68  -7.65  -3.18  0.001
H  10.46  -2.70  -0.53  0.002
C  9.07  -6.59  -2.23  0.021
C  8.45  -6.06  -0.93  0.018
C  -2.03  -7.52  -1.62  -0.013
F  3.68  -1.74  1.50  0.000
H  -2.90  11.37  -5.24  0.001
S  0.37  -1.30  5.10  0.000
F  0.31  2.35  1.18  0.000
C  -2.74  -9.54  -2.77  0.014
H  1.47  -1.08  2.83  0.000
H  -2.97  -0.79  3.26  0.000
F  -0.69  4.62  1.05  0.000
H  -1.97  10.44  -4.07  -0.004
H  -5.17  8.91  -3.84  -0.007
H  10.09  -2.86  -2.77  -0.001
H  -0.46  -3.52  4.76  0.000
C  7.80  -2.26  -1.10  -0.028
O  -4.50  -6.62  -1.61  0.544
F  -2.56  1.65  3.05  0.000
F  -3.66  0.76  -0.88  0.000
H  8.40  -1.39  -1.37  0.000
H  -5.39  -3.33  1.04  0.000
C  -4.87  6.54  -4.28  0.040
C  -5.92  -9.50  -3.19  0.009
H  -4.61  5.88  -6.83  0.001
H  8.44  -2.93  -3.39  0.000
C  -2.74  5.52  -4.84  -0.004
H  -6.79  -6.27  -2.56  0.003
H  -3.13  -3.87  2.95  0.000
H  9.36  -4.39  -3.21  -0.009
H  -6.61  -9.80  -2.40  -0.002
H  -4.20  10.26  -3.38  -0.002
H  -4.94  8.02  -8.08  0.001
H  -1.86  5.47  -5.48  0.003
H  -5.25  5.53  -4.43  0.000
H  -4.66  6.67  -3.22  -0.023
F  2.79  0.41  0.49  0.000
H  3.14  5.71  5.05  0.001
F  -2.45  4.23  2.20  0.000
C  9.76  -3.50  -0.28  0.021
H  6.92  -2.26  -1.74  0.004
H  1.66  5.60  4.14  0.001
C  0.87  -0.29  2.41  0.000
F  -2.06  0.68  1.19  0.000
Br  3.92  -2.32  -1.19  0.001
H  9.98  -6.07  -2.53  0.001
F  -1.62  2.40  -0.72  0.000
F  -4.19  2.55  1.22  0.000
O  6.90  -4.55  -0.20  0.577
H  -3.84  -8.78  -5.27  -0.001
H  -1.84  -7.64  -4.36  0.000
H  4.41  4.00  8.37  0.001
H  5.04  6.05  7.62  0.000
C  -0.14  5.37  5.92  -0.009
H  -3.03  9.27  -7.30  0.004
H  0.21  -1.53  0.72  0.000
C  10.52  -4.82  -0.14  -0.019
H  1.19  -3.47  5.47  0.000
C  2.99  5.96  9.65  -0.004
H  10.08  -6.90  0.19  0.001
C  3.15  3.50  6.69  -0.019
C  7.43  -7.11  -0.52  -0.008
C  -3.21  -3.12  2.17  0.000
P  -0.63  -0.08  3.45  0.000
C  -2.30  3.34  -0.04  0.000
F  -3.57  1.93  -4.69  0.000
H  8.36  -6.54  -3.06  -0.011
C  -5.28  -7.39  -4.45  0.022



3.
Molecular formula: C38H50N4O3SeSiTeTi
Method: DFT, the ωB97M-V functional and the def2-TZVPD basis

Computed properties:
**HOMO level**: -5.33 eV
**Gap between HOMO and LUMO**: 4.42 eV
**Multiplicity**: 1
**Energy**: -5731.11189 a.u.

Each line ends with the Mulliken charge.
Atoms and positions in Å:
H  0.42  1.68  -3.17  0.019
H  -1.81  2.44  -2.96  0.062
C  3.20  -1.03  -0.36  -0.688
C  -0.07  1.37  -4.08  0.030
C  -4.60  4.14  -3.84  -0.727
H  3.88  -0.20  -3.14  0.525
C  -1.78  -3.82  -1.90  -0.578
H  -3.45  3.86  -0.80  0.218
H  4.12  -2.42  3.12  0.207
C  1.52  -3.26  3.87  0.481
H  1.36  -3.27  -1.92  0.293
C  -2.24  -4.40  -0.74  -0.726
H  2.42  0.19  -4.05  0.260
C  -1.30  -0.30  -5.30  -0.605
C  -1.32  -1.75  -0.64  1.131
C  2.98  -4.14  5.61  -0.988
H  -0.20  -4.08  6.70  0.256
H  3.39  2.12  2.54  0.435
N  1.44  1.31  2.54  0.628
C  1.29  1.27  1.24  0.038
Te  -3.36  0.11  -1.26  0.590
H  -1.61  -2.94  5.22  0.418
H  4.92  -3.78  3.96  0.383
H  1.37  -2.55  -3.54  0.349
C  -1.35  -2.48  -1.85  0.360
C  2.13  -4.88  7.87  -1.444
H  -1.80  -1.85  1.46  0.268
H  3.07  -0.39  0.51  -0.095
N  -1.08  -1.86  -3.05  -0.896
H  2.98  1.27  -2.75  0.162
H  -2.88  3.17  0.73  0.220
C  4.01  -3.46  3.44  -1.540
H  -0.33  6.02  0.36  0.286
C  -1.00  5.71  -0.45  -1.091
H  -0.30  0.18  2.89  0.122
C  -2.84  4.05  0.09  -0.942
H  -4.91  5.02  -4.40  0.396
C  -5.15  2.19  -2.53  -0.662
H  -2.58  -5.43  -0.76  0.395
H  2.20  3.05  3.49  0.298
C  2.14  2.19  0.37  -1.746
H  -5.91  1.56  -2.07  0.357
H  3.90  -4.05  2.53  0.275
C  -3.26  3.81  -3.73  -0.567
H  0.76  3.81  -2.10  0.481
H  -0.62  2.39  -7.25  0.417
O  1.56  2.39  -0.91  -0.100
H  3.98  -4.41  5.93  0.299
H  -2.50  4.42  -4.22  0.462
C  -1.27  0.52  -6.42  -0.589
N  -1.44  4.32  -0.29  0.444
H  2.89  -2.92  -2.72  0.506
C  -2.86  2.68  -3.02  0.305
C  0.55  0.56  3.45  -1.037
H  1.19  -4.93  8.43  0.338
H  2.83  1.49  4.07  0.405
Ti  -0.46  0.06  -1.01  -0.546
Se  1.26  -2.56  2.11  -0.298
C  0.77  3.55  -1.04  -1.882
C  -2.27  -3.67  0.46  -0.604
H  -1.81  -1.25  -5.31  0.503
C  -3.80  1.86  -2.40  -0.069
C  2.81  -3.62  4.33  0.795
C  0.65  -3.95  6.04  -1.040
C  1.91  -4.31  6.49  0.637
C  -0.97  -3.09  4.34  -1.218
H  2.31  3.15  0.86  0.703
C  0.44  -3.43  4.76  0.781
H  -1.87  6.35  -0.43  0.392
C  2.87  0.22  -3.05  -1.257
H  0.46  3.14  -5.16  0.476
C  -0.67  3.30  -0.61  0.446
H  -0.99  -2.20  3.71  -0.089
C  -0.69  0.13  -4.13  -0.013
C  -0.64  1.76  -6.38  -0.724
C  -5.55  3.32  -3.23  -0.629
C  -1.81  -2.37  0.52  -0.372
H  3.10  1.71  0.21  0.525
H  1.21  4.39  -0.50  0.688
H  -1.77  -4.34  -2.85  0.498
H  0.23  1.23  4.24  0.528
H  2.53  -5.90  7.82  0.314
H  4.21  -0.88  -0.77  0.518
H  3.13  -2.04  0.04  0.281
O  -1.10  2.14  -0.57  0.178
H  1.08  -0.31  3.85  0.315
H  -2.64  -4.15  1.36  0.414
H  -1.75  0.19  -7.34  0.425
H  -6.60  3.56  -3.32  0.391
H  -1.40  -3.90  3.74  0.218
H  -0.50  5.86  -1.41  0.406
H  -3.22  4.92  0.62  0.501
C  2.52  2.05  3.18  -1.193
O  0.47  0.52  0.68  -0.371
C  -0.04  2.18  -5.20  -1.023
Si  1.96  -0.86  -1.78  1.420
H  2.83  -4.28  8.45  0.323
C  1.87  -2.56  -2.57  -1.512
N  -0.77  -0.64  -2.92  2.067